C20H25N3O3S in the gas phase, computed with ωB97M-V with the def2-TZVPD basis set.

Calculated values
Total charge: 0
Maximum force: 0.017 hartree/bohr
Structure (SMILES): COc1ccccc1CN1C[C@@H](C(=O)N(C)Cc2nc(C)cs2)CCC1=O
DFT total energy: -42594.77063 eV

```
52
Properties=species:S:1:pos:R:3:forces:R:3
C -3.8755 -2.8532 -2.0428 0.02 -0.25 -0.13
H -4.0406 -2.6905 -3.1068 0.02 -0.07 0.07
O -3.8699 -1.5729 -1.4615 -0.01 0.31 0.28
C -3.7210 -1.4645 -0.1068 -0.04 0.16 0.15
C -3.5073 -2.5433 0.7435 0.01 -0.17 -0.28
C -3.3457 -2.3380 2.1039 0.02 0.04 0.07
C -3.4000 -1.0621 2.6325 0.05 -0.04 0.13
C -3.6193 0.0137 1.7887 -0.02 -0.11 -0.08
C -3.7828 -0.1679 0.4250 -0.09 -0.13 -0.25
C -3.9325 1.0352 -0.4723 -0.19 0.08 0.04
N -2.6449 1.6859 -0.6369 -0.27 -0.05 -0.09
C -2.3254 2.7684 0.1072 0.30 0.29 -0.21
O -3.1283 3.3862 0.7802 -0.20 0.19 0.36
C -0.8536 3.1167 0.0128 -0.02 0.06 0.22
C -0.0079 1.9033 0.4199 0.04 0.03 0.03
C -0.4837 0.6134 -0.2886 -0.01 -0.06 -0.36
C 0.6812 -0.0343 -1.0215 -0.38 -0.10 0.33
O 0.8813 0.1519 -2.2071 -0.04 0.27 -0.41
N 1.5014 -0.8165 -0.2763 0.37 -0.22 -0.11
C 1.3246 -1.0916 1.1321 -0.29 0.04 0.23
H 1.3082 -0.1748 1.7228 0.03 -0.03 0.08
H 0.4000 -1.6457 1.3125 0.05 0.00 0.06
H 2.1607 -1.7005 1.4696 -0.01 0.03 0.03
C 2.6998 -1.3445 -0.8981 -0.22 -0.13 -0.46
C 3.9258 -0.7087 -0.3424 -0.19 0.80 0.05
N 4.9799 -1.3387 0.0258 -0.11 -0.83 -0.12
C 5.9515 -0.5081 0.4945 0.20 0.78 0.14
C 5.6051 0.8077 0.4924 -0.18 -0.09 -0.10
S 4.0142 1.0291 -0.1279 0.24 -0.64 0.02
H 6.1821 1.6503 0.8145 0.20 0.15 0.10
C 7.2475 -1.0787 0.9537 -0.07 0.01 -0.02
H 7.9053 -0.2911 1.3095 0.10 0.00 0.04
H 7.0732 -1.7946 1.7548 0.06 -0.05 0.06
H 7.7279 -1.6075 0.1326 0.09 -0.04 -0.01
H 2.6155 -1.1241 -1.9689 0.05 -0.15 0.22
H 2.7672 -2.4275 -0.7573 0.04 0.11 0.00
C -1.5903 0.9573 -1.2959 0.53 -0.19 -0.16
H -2.0059 0.0466 -1.7259 0.01 0.08 -0.03
H -1.1601 1.5451 -2.1130 -0.07 -0.16 0.05
H -0.9029 -0.0804 0.4437 0.02 0.04 -0.03
H 1.0381 2.1048 0.1761 -0.01 0.00 0.11
H -0.0825 1.7784 1.5016 0.08 0.01 -0.01
H -0.6170 3.4126 -1.0104 0.01 0.02 -0.03
H -0.6478 3.9598 0.6722 -0.10 -0.02 -0.09
H -4.3171 0.7414 -1.4506 -0.01 0.10 0.11
H -4.5970 1.7711 -0.0141 0.03 -0.14 -0.12
H -3.6619 1.0180 2.1831 -0.02 0.16 0.04
H -3.2752 -0.9048 3.6929 0.00 0.01 0.10
H -3.1770 -3.1879 2.7488 0.00 -0.07 0.05
H -3.4601 -3.5490 0.3563 0.00 -0.08 -0.07
H -4.6831 -3.4739 -1.6423 0.04 0.02 0.00
H -2.9171 -3.3640 -1.9022 -0.05 0.01 0.01
```
Positions in Å, forces in eV/Å.

---

A molecular structure, C16H24F6NO7PS3Ti at a distorted geometry, computed with ωB97M-V with the def2-TZVPD basis set.

Calculated values
Total charge: -1
Maximum force: 0.070 hartree/bohr
DFT total energy: -114017.25914 eV
Spin multiplicity: 2

```
59
Properties=species:S:1:pos:R:3:forces:R:3
Ti -0.0676 -0.6702 -0.9218 -1.01 2.93 1.81
C 2.2112 1.8782 -0.6229 0.19 -1.18 -0.36
C 1.6411 2.3846 0.5338 -0.04 -0.11 0.53
C 1.4694 1.3233 1.4465 0.25 -0.56 -0.38
C 1.9293 0.1108 0.8261 -0.92 0.07 1.14
C 2.4019 0.4525 -0.4631 -0.30 0.79 -1.14
C 3.3666 -0.3141 -1.3286 0.19 0.19 0.11
C 2.2374 -1.1430 1.6129 0.26 0.39 0.06
C 1.0267 1.4861 2.8668 -0.03 0.14 -0.09
C 1.2388 3.8153 0.7652 -0.03 -0.23 0.00
C 2.6683 2.6700 -1.8090 0.07 -0.02 0.07
H 2.9898 -0.5070 -2.3347 0.04 0.00 -0.11
H 3.6217 -1.2722 -0.8828 0.07 -0.07 0.03
H 4.2935 0.2620 -1.4352 0.02 -0.13 -0.03
H 3.1732 -1.0173 2.1743 -0.03 -0.09 0.00
H 2.3549 -2.0130 0.9755 0.06 -0.16 -0.06
H 1.4520 -1.3712 2.3338 0.04 -0.02 0.00
H 1.7815 2.0425 3.4351 -0.03 0.00 0.04
H 0.8733 0.5252 3.3558 0.05 0.08 0.02
H 0.0891 2.0499 2.9216 0.05 -0.08 0.09
H 1.9378 4.5025 0.2839 -0.01 0.03 0.01
H 1.2141 4.0503 1.8338 0.01 0.00 -0.09
H 0.2411 4.0095 0.3554 0.04 0.03 0.04
H 3.6664 3.0928 -1.6291 -0.04 -0.02 -0.06
H 1.9943 3.5018 -2.0157 0.06 0.01 -0.04
H 2.7317 2.0503 -2.7072 -0.02 0.08 0.05
F -0.0791 2.9198 -3.1280 0.27 0.10 0.26
C -0.6455 1.7554 -2.8696 0.72 -0.14 0.73
F -1.2701 1.3839 -3.9470 -0.46 -0.32 -0.72
F 0.4114 0.8141 -2.6702 -1.00 0.60 -0.23
S -1.7764 1.8033 -1.3115 1.03 0.52 -0.66
O -0.8105 1.1275 -0.3555 -0.95 0.68 -0.62
O -1.8892 3.2157 -1.0648 -0.17 -0.38 0.27
N -3.0348 1.0680 -1.6905 0.05 -0.96 -0.01
S -2.7953 -0.5584 -2.4972 -0.83 0.15 0.24
O -4.0910 -1.2051 -2.3407 0.68 0.43 0.26
O -1.7945 -1.1466 -1.3358 -0.42 -0.10 -0.99
C -1.4059 -2.4936 -3.8321 0.87 -0.45 -0.05
F -1.0304 -2.9823 -5.0727 -0.34 0.20 -0.02
F -0.9043 -3.5508 -3.0094 -0.20 0.33 0.00
F -0.3015 -1.4980 -3.6463 -0.05 -0.26 0.22
S 1.8317 -3.4941 -1.5558 -0.20 0.15 -0.04
C 1.0069 -2.2612 -1.2224 1.74 -2.26 -0.48
C -4.0041 -0.9928 0.9104 0.36 0.05 0.43
O -2.8598 -1.7261 1.4243 -0.74 0.18 -0.70
P -1.3299 -1.2713 1.3401 0.40 -0.63 0.78
O -0.7879 -2.5643 2.1645 0.34 -0.35 -0.21
C -0.6733 -3.8228 1.4681 -0.42 0.43 0.37
O -1.2425 -0.1607 2.4788 -0.10 0.04 -0.03
C -1.9293 -0.3214 3.7265 0.03 0.02 -0.05
H -4.8660 -1.3887 1.4391 -0.03 -0.04 0.09
H -4.1298 -1.1426 -0.1481 0.07 -0.12 -0.30
H -3.9112 0.0751 1.1163 0.08 -0.02 0.00
H 0.0676 -3.7684 0.6861 0.26 0.06 -0.21
H -1.6296 -4.1123 1.0320 -0.05 0.02 0.02
H -0.3744 -4.5596 2.2042 0.06 -0.06 0.10
H -2.9947 -0.1260 3.6027 0.02 0.01 -0.03
H -1.5029 0.4108 4.4098 0.02 -0.01 -0.04
H -1.7912 -1.3261 4.1247 0.03 0.01 -0.02
```
Positions in Å, forces in eV/Å.

---

2 unconnected molecules or ions with the total composition C25H25F3NO4 at a distorted geometry, computed with ωB97M-V with the def2-TZVPD basis set.

Calculated values
Total charge: +1
Maximum force: 0.037 hartree/bohr
DFT total energy: -44157.42778 eV

```
58
Properties=species:S:1:pos:R:3:forces:R:3
H -0.8124 1.5253 10.6219 -0.21 0.91 0.30
C -2.3078 4.2225 12.4563 0.63 -1.37 -0.40
H -2.3935 4.5120 11.4121 -0.02 0.00 0.13
C -3.3949 3.6345 13.1072 0.07 0.11 0.01
C -4.6339 3.1593 12.3832 -1.70 -0.31 -0.27
O -5.5642 2.6272 12.9698 1.62 0.89 -0.46
O -4.5894 3.3255 11.0401 0.06 0.00 1.51
C -5.8414 2.9353 10.4025 -0.66 -0.09 -0.37
C -5.6837 2.9863 8.9062 0.32 -0.15 -0.39
C -3.2686 3.2868 14.4425 1.04 -0.17 0.34
N -2.0348 3.3401 15.0347 -0.29 1.16 -0.82
C -0.9251 3.7920 14.3749 -0.93 -0.65 0.38
C -1.0343 4.1400 13.0422 -0.19 0.04 -0.14
C 0.2695 4.1892 12.2793 1.76 0.45 -0.40
O 1.3459 4.1410 12.8586 -1.88 0.10 -0.41
O 0.1517 4.2380 10.9317 -0.12 0.11 1.61
C 1.4524 4.4411 10.3009 0.66 0.20 -0.32
C 1.3273 4.3353 8.8055 -0.11 -0.34 -0.39
H -6.1062 1.9179 10.7177 0.11 0.36 0.09
H -6.6328 3.6252 10.7340 0.37 -0.23 0.09
H -6.6662 2.8926 8.4326 0.11 0.01 0.16
H -5.2340 3.9191 8.5503 -0.09 -0.09 0.17
H -5.0751 2.1462 8.5519 -0.03 0.21 0.02
H -4.1072 2.9700 15.0538 0.14 -0.28 -0.20
H -1.9369 3.0712 16.0124 -0.12 0.13 -0.21
H 0.0097 3.8436 14.9238 -0.05 -0.29 -0.18
H 1.8184 5.4375 10.5906 -0.22 -0.34 0.11
H 2.1564 3.6885 10.6819 -0.29 0.30 0.00
H 2.1935 4.8138 8.3356 -0.13 -0.05 0.15
H 1.3322 3.2856 8.4919 -0.18 0.17 -0.04
H 0.4235 4.8114 8.4126 0.15 -0.02 0.15
F 2.2605 -4.1839 12.0026 -0.61 0.58 0.93
C 1.5045 -3.5114 12.9300 0.51 -0.61 0.36
F 0.6585 -4.4216 13.4946 0.70 0.77 -0.44
F 2.3605 -3.0951 13.9187 -0.61 -0.40 -0.80
C 0.7776 -2.3569 12.2896 -0.18 -0.43 0.40
C -0.5808 -2.1621 12.5467 0.34 0.24 -0.39
C -1.2612 -1.1864 11.8189 -0.01 -0.05 -0.18
C -0.5924 -0.4460 10.8354 0.18 0.08 0.02
C -1.2674 0.6942 10.1105 -0.27 -0.45 0.14
C -1.0439 1.0200 8.6408 -0.02 -0.24 -0.21
C -1.7172 2.1691 8.1907 0.37 -0.20 0.17
C -1.4318 2.7142 6.9484 -0.12 -0.27 -0.24
C -0.5164 2.0770 6.0992 0.18 0.08 0.39
C 0.1233 0.9051 6.5266 -0.32 0.10 -0.34
C -0.1697 0.3431 7.7767 -0.10 0.22 0.15
C 0.7960 -0.5687 10.7039 0.19 -0.18 0.22
C 1.4909 -1.5241 11.4362 -0.24 0.11 -0.28
H -1.0871 -2.7634 13.2953 0.05 0.03 -0.21
H -2.3244 -1.0071 12.0227 0.40 -0.11 -0.23
H -2.3440 0.6917 10.3312 0.21 0.05 -0.03
H -2.4527 2.6327 8.8615 0.35 -0.03 -0.29
H -1.9408 3.6268 6.6388 0.13 -0.23 -0.05
H -0.2946 2.5198 5.1241 -0.02 -0.26 0.35
H 0.8413 0.4200 5.8562 -0.34 0.10 0.31
H 0.2780 -0.6198 8.0693 -0.14 0.67 -0.10
H 1.3429 0.1127 10.0460 -0.22 -0.30 0.16
H 2.5694 -1.6348 11.3340 -0.27 -0.04 -0.03
```
Positions in Å, forces in eV/Å.